[1]
{"formula": "C12H21F9MnN2O12S3", "method": "the ωB97M-V functional and the def2-TZVPD basis", "e_above_lowest_kcal_mol": 32.33, "spin_multiplicity": 6, "charge": -2, "gap_ev": [5.59, 5.90], "e_homo_ev": [-1.75, -2.07], "s_squared": 8.75, "lumo_ev": [3.8404, 3.8353], "elements": ["Mn", "C", "F", "F", "F", "S", "O", "O", "O", "C", "F", "F", "F", "S", "O", "O", "O", "C", "F", "F", "F", "S", "O", "O", "O", "C", "C", "C", "O", "H", "H", "H", "H", "H", "H", "H", "C", "O", "N", "C", "C", "H", "H", "H", "H", "H", "H", "H", "C", "O", "N", "C", "C", "H", "H", "H", "H", "H", "H", "H"], "coordinates": [[-18.89922, 1.66044, 20.63853], [-15.51796, 4.39574, 19.68658], [-15.13961, 3.33567, 20.44848], [-15.60090, 5.55370, 20.31587], [-14.56302, 4.66242, 18.75067], [-17.11455, 4.05875, 18.76354], [-16.61919, 3.30100, 17.62328], [-17.86501, 3.12403, 19.71937], [-17.69009, 5.39788, 18.49193], [-21.32360, 2.24610, 16.74585], [-21.15073, 3.41465, 17.20322], [-22.34121, 1.77991, 17.41190], [-21.54375, 2.31780, 15.46811], [-19.86820, 1.16413, 17.19234], [-18.76900, 1.68521, 16.39188], [-19.67696, 1.42314, 18.60728], [-20.09896, -0.20928, 16.84586], [-16.20406, -1.84544, 18.95159], [-15.09717, -2.14578, 18.38386], [-17.19294, -2.10508, 18.20330], [-16.32784, -2.39670, 20.10913], [-16.21745, 0.11261, 19.22506], [-14.98208, 0.43610, 19.84733], [-16.14827, 0.74316, 17.88621], [-17.44715, 0.52487, 19.90975], [-21.22275, -2.09743, 21.52727], [-21.36293, -0.62007, 21.31160], [-22.64016, -0.17522, 22.02298], [-20.19998, 0.16636, 21.36675], [-20.86058, -2.33278, 22.52805], [-20.41954, -2.41416, 20.86197], [-22.16840, -2.59282, 21.30719], [-21.68290, -0.63860, 20.26979], [-23.45710, -0.89260, 21.94513], [-23.12242, 0.79261, 21.88574], [-22.55285, -0.26850, 23.10546], [-16.78100, 2.63480, 22.89195], [-17.71765, 1.85761, 22.54748], [-16.88534, 3.95321, 23.15725], [-15.81167, 4.63938, 23.87760], [-18.28927, 4.51026, 23.29012], [-15.81282, 2.23904, 23.23574], [-15.25727, 5.35486, 23.27028], [-15.19178, 3.91411, 24.40470], [-16.25099, 5.17291, 24.72049], [-18.42076, 5.25524, 22.50539], [-19.23867, 4.01870, 23.07772], [-18.48366, 4.94102, 24.27234], [-21.38979, 3.68737, 21.04356], [-20.31207, 3.11742, 20.74035], [-21.55337, 5.09398, 21.08904], [-22.67937, 5.70745, 21.81471], [-20.42561, 5.97257, 20.85123], [-22.28077, 3.07309, 21.24611], [-22.38028, 6.10362, 22.78512], [-23.46364, 4.97620, 22.01039], [-23.21657, 6.38873, 21.15488], [-20.45791, 6.39536, 21.85538], [-19.51383, 5.47998, 20.51344], [-20.71557, 6.55890, 19.97931]]}

***

[2]
{"formula": "C15H45BeClFO24P5", "method": "the ωB97M-V functional and the def2-TZVPD basis", "e_above_lowest_kcal_mol": 0.00, "spin_multiplicity": 1, "charge": 0, "gap_ev": 9.28, "e_homo_ev": -8.90, "lumo_ev": 0.3842, "elements": ["Be", "F", "Cl", "O", "O", "O", "O", "C", "O", "P", "O", "O", "C", "O", "C", "H", "H", "H", "H", "H", "H", "H", "H", "H", "C", "O", "P", "O", "O", "C", "O", "C", "H", "H", "H", "H", "H", "H", "H", "H", "H", "C", "O", "P", "O", "O", "C", "O", "C", "H", "H", "H", "H", "H", "H", "H", "H", "H", "C", "O", "P", "O", "O", "C", "O", "C", "H", "H", "H", "H", "H", "H", "H", "H", "H", "C", "O", "P", "O", "O", "C", "O", "C", "H", "H", "H", "H", "H", "H", "H", "H", "H"], "coordinates": [[20.47376, 4.20842, 14.48999], [20.10334, 1.90965, 14.12333], [21.57472, 7.36429, 15.21727], [21.98146, 8.52620, 15.95664], [20.99715, 6.42760, 16.16175], [20.58342, 7.74720, 14.25971], [22.66362, 6.69673, 14.52272], [25.65842, 1.60809, 15.22594], [24.72646, 2.66106, 15.14778], [23.53242, 2.87359, 16.16512], [22.38608, 3.59093, 15.61802], [23.24836, 1.44074, 16.76012], [22.14830, 0.66146, 16.26836], [24.23812, 3.60572, 17.39190], [23.44010, 4.41130, 18.22910], [25.87412, 1.28875, 16.24613], [26.63084, 1.87659, 14.80964], [25.36360, 0.73707, 14.63889], [21.22272, 1.20270, 16.05788], [22.15728, -0.31189, 16.74982], [22.37596, 0.38862, 15.22715], [22.40747, 4.60324, 17.92207], [23.80317, 5.44091, 18.18360], [23.48036, 3.96758, 19.22314], [19.06659, 4.87788, 8.91225], [18.41842, 4.39751, 10.05943], [18.41164, 5.16494, 11.46080], [19.50158, 4.79842, 12.35644], [18.38339, 6.66844, 10.95319], [18.22344, 7.77182, 11.84836], [16.97576, 4.94705, 12.12588], [15.81869, 5.26725, 11.40048], [19.72941, 4.11488, 8.49720], [19.69080, 5.75924, 9.05237], [18.34716, 5.04020, 8.10786], [17.41014, 8.42697, 11.52937], [19.07407, 8.45115, 11.79067], [18.07687, 7.46247, 12.87822], [14.89389, 5.04069, 11.93136], [15.70175, 4.55470, 10.57348], [15.75622, 6.24329, 10.91953], [24.91645, 1.10676, 11.75845], [23.86207, 1.68786, 12.53318], [23.45138, 3.17376, 12.13576], [22.25188, 3.66292, 12.81878], [23.17610, 2.98338, 10.54814], [22.18739, 3.79062, 9.85824], [24.72924, 4.11386, 12.27252], [24.54967, 5.53490, 12.29780], [25.67709, 1.81577, 11.42748], [24.46196, 0.69384, 10.85743], [25.41098, 0.32597, 12.33128], [21.70347, 4.59915, 10.39643], [21.50820, 3.01185, 9.50888], [22.68573, 4.09563, 8.93690], [25.30185, 5.92783, 11.60288], [24.92195, 6.05433, 13.17930], [23.56427, 5.83640, 11.95760], [18.26104, 4.17343, 20.42146], [18.61927, 4.34331, 19.04422], [19.10707, 3.10584, 18.17567], [20.04376, 3.50133, 17.11841], [17.82928, 2.42262, 17.51679], [16.90414, 1.55425, 18.25621], [19.68668, 1.99143, 19.18192], [20.98694, 2.25744, 19.71741], [17.66870, 3.31040, 20.72324], [17.67797, 5.07241, 20.61914], [19.16680, 4.20875, 21.02588], [16.01481, 2.06584, 18.61779], [17.50590, 1.15627, 19.07110], [16.63116, 0.76898, 17.55714], [21.33556, 1.33893, 20.18717], [20.99480, 3.02005, 20.49809], [21.69244, 2.52541, 18.93483], [16.30049, 3.07698, 14.41834], [15.93484, 4.36160, 14.92176], [16.99299, 5.55747, 15.17780], [18.38825, 5.18543, 15.00220], [16.42726, 6.81732, 14.34895], [15.10604, 7.24368, 14.59030], [16.63568, 5.91615, 16.69651], [17.61931, 6.70702, 17.42951], [15.73155, 2.86655, 13.50998], [16.06615, 2.25892, 15.09630], [17.34781, 3.09648, 14.11840], [14.28939, 6.68800, 14.13657], [14.86270, 8.30963, 14.52284], [14.94110, 7.30205, 15.67546], [17.48468, 7.75993, 17.19081], [18.61734, 6.35350, 17.17014], [17.50049, 6.49549, 18.48755]]}

***

[3]
{"formula": "C7H23Br2CuN7O4", "method": "the ωB97M-V functional and the def2-TZVPD basis", "e_above_lowest_kcal_mol": 16.07, "spin_multiplicity": 2, "charge": 0, "gap_ev": [8.08, 6.93], "e_homo_ev": [-7.83, -7.75], "s_squared": 0.75, "lumo_ev": [0.2563, -0.8214], "elements": ["Cu", "Br", "Br", "C", "O", "N", "N", "H", "H", "H", "H", "C", "O", "N", "N", "H", "H", "H", "H", "C", "O", "N", "N", "H", "H", "H", "H", "C", "C", "C", "O", "C", "N", "H", "H", "H", "H", "H", "H", "H", "H", "H", "H", "H"], "coordinates": [[18.72415, -3.73378, 34.64575], [16.49543, -2.23011, 34.38738], [20.34660, -2.80127, 36.43630], [21.29856, -6.08908, 34.09833], [20.25278, -5.46454, 34.21937], [21.64617, -6.95460, 35.09442], [22.20750, -6.02647, 33.09338], [22.54450, -7.40352, 35.10947], [20.87857, -7.42318, 35.54698], [22.07277, -5.48512, 32.25817], [22.85179, -6.78554, 32.97459], [19.77488, -1.97999, 32.02130], [19.81699, -2.58086, 33.09072], [20.91616, -1.75764, 31.31125], [18.70894, -1.31049, 31.51966], [21.80155, -2.14177, 31.58241], [20.84368, -1.35554, 30.39690], [17.82178, -1.43827, 31.98934], [18.79367, -0.66662, 30.76230], [17.33469, -4.75903, 31.76751], [18.05907, -4.76283, 32.75778], [16.16818, -3.99817, 31.66802], [17.55709, -5.47929, 30.65924], [15.40985, -4.33657, 31.10212], [15.88073, -3.55571, 32.53736], [17.15295, -5.06359, 29.83943], [18.38864, -6.04694, 30.68972], [16.60532, -6.13133, 37.82818], [17.86643, -5.56453, 37.22433], [19.13608, -6.39216, 37.49150], [19.03164, -7.65173, 36.85419], [19.78879, -8.71347, 37.40937], [17.71936, -5.35824, 35.73730], [16.73700, -6.49531, 38.85131], [16.30110, -7.08652, 37.38686], [15.81935, -5.38019, 37.76944], [18.10238, -4.55685, 37.57408], [19.34383, -6.42003, 38.56831], [20.01592, -5.81767, 37.17707], [19.15019, -9.57321, 37.60892], [20.28110, -8.46464, 38.35305], [20.60888, -9.03421, 36.76180], [16.71253, -5.49180, 35.61459], [17.96539, -6.28102, 35.36242]]}

***

[4]
{"formula": "C54H81F5NO15S2", "method": "the ωB97M-V functional and the def2-TZVPD basis", "spin_multiplicity": 1, "charge": 1, "gap_ev": 9.32, "e_homo_ev": -10.71, "lumo_ev": -1.3916, "elements": ["C", "C", "N", "C", "C", "C", "C", "C", "O", "C", "H", "H", "H", "H", "H", "H", "H", "H", "H", "H", "H", "H", "H", "H", "H", "H", "H", "H", "H", "H", "F", "C", "C", "C", "C", "C", "C", "H", "H", "H", "H", "H", "F", "C", "C", "C", "C", "C", "C", "H", "H", "H", "H", "H", "F", "C", "C", "C", "C", "C", "C", "H", "H", "H", "H", "H", "F", "C", "C", "C", "C", "C", "C", "H", "H", "H", "H", "H", "F", "C", "C", "C", "C", "C", "C", "H", "H", "H", "H", "H", "C", "S", "O", "C", "H", "H", "H", "H", "H", "H", "C", "S", "O", "C", "H", "H", "H", "H", "H", "H", "C", "O", "C", "O", "O", "C", "H", "H", "H", "H", "H", "H", "C", "O", "C", "O", "O", "C", "H", "H", "H", "H", "H", "H", "C", "O", "C", "O", "O", "C", "H", "H", "H", "H", "H", "H", "C", "O", "C", "O", "O", "C", "H", "H", "H", "H", "H", "H"], "coordinates": [[1.52566, -1.71067, 1.74599], [1.37498, -0.23910, 1.49709], [0.10327, 0.16541, 0.82600], [0.13443, 1.64041, 0.67455], [-0.05772, -0.49520, -0.51738], [1.21926, -0.42228, -1.34072], [-1.00500, -0.23375, 1.76559], [-2.35138, 0.44229, 1.57631], [-2.76015, 0.31720, 0.22894], [-4.05821, 0.76237, -0.02958], [1.58998, -2.28481, 0.82263], [0.74671, -2.21470, 2.31581], [2.48075, -1.85679, 2.25090], [2.22677, 0.04794, 0.88423], [1.42463, 0.33674, 2.42042], [1.08630, 1.90762, 0.23545], [0.03224, 2.03935, 1.68297], [-0.73729, 1.92548, 0.09229], [-0.87090, 0.01266, -1.00687], [-0.23735, -1.54606, -0.30339], [1.48409, 0.60301, -1.61027], [0.98305, -0.89034, -2.30753], [2.03140, -1.00067, -0.92538], [-0.65276, 0.00930, 2.76559], [-1.09486, -1.31281, 1.69423], [-2.31826, 1.48360, 1.90688], [-3.03599, -0.14056, 2.20925], [-4.83176, 0.03279, 0.25327], [-4.17408, 1.00709, -1.08198], [-4.29341, 1.66385, 0.55408], [-3.89738, 3.81841, -1.47445], [-4.14398, 4.10481, -2.77308], [-4.26340, 5.42302, -3.15116], [-4.57859, 5.73280, -4.46720], [-4.78921, 4.70485, -5.38711], [-4.73238, 3.38009, -4.95651], [-4.30155, 3.06224, -3.66985], [-4.02937, 6.19851, -2.43219], [-4.65320, 6.77551, -4.74441], [-5.15932, 4.92946, -6.37962], [-4.88599, 2.60385, -5.69956], [-4.12956, 2.05084, -3.32590], [4.54293, 2.80171, -5.44725], [3.71183, 1.86847, -5.92482], [3.24183, 1.96083, -7.21667], [2.27239, 1.05232, -7.64710], [1.87176, 0.03696, -6.79590], [2.38289, -0.06703, -5.51129], [3.34528, 0.82615, -5.09993], [3.53500, 2.80169, -7.83321], [1.77558, 1.17706, -8.59785], [1.13423, -0.67550, -7.15117], [2.07775, -0.84121, -4.81709], [3.74310, 0.76590, -4.09252], [4.22156, -0.60556, -0.49762], [5.40402, -1.16199, -0.14942], [5.62905, -1.73084, 1.07739], [6.83619, -2.37240, 1.31565], [7.81424, -2.42854, 0.31704], [7.55711, -1.84391, -0.91104], [6.38256, -1.14062, -1.12264], [4.92483, -1.63454, 1.89956], [7.07620, -2.89022, 2.23526], [8.70470, -3.02857, 0.44773], [8.27291, -1.90237, -1.72257], [6.25679, -0.54612, -2.01761], [-9.53665, 5.37810, -0.86616], [-8.78418, 4.48138, -0.19958], [-9.05305, 4.18382, 1.11962], [-8.17759, 3.34664, 1.80606], [-7.16428, 2.69045, 1.12101], [-7.00790, 2.87863, -0.24750], [-7.78966, 3.82295, -0.90027], [-9.83485, 4.70278, 1.66105], [-8.28722, 3.25826, 2.87789], [-6.53388, 1.99207, 1.66244], [-6.23393, 2.41268, -0.84228], [-7.67642, 4.07525, -1.94850], [4.59666, 3.06075, -0.55138], [4.07957, 2.96816, 0.67932], [4.54685, 2.00534, 1.54065], [4.00653, 1.95258, 2.81974], [2.99517, 2.82086, 3.19747], [2.54052, 3.77796, 2.30857], [3.08641, 3.85961, 1.03751], [5.29818, 1.31393, 1.17858], [4.31489, 1.12938, 3.45500], [2.56832, 2.76415, 4.19073], [1.78920, 4.49006, 2.62493], [2.77439, 4.63158, 0.34596], [-2.69677, -4.99311, -2.14113], [-2.59994, -4.74454, -0.37338], [-1.31935, -4.05701, -0.06192], [-3.87898, -3.47561, -0.30487], [-2.37148, -4.10851, -2.69330], [-3.74790, -5.18423, -2.36185], [-2.06232, -5.81145, -2.46822], [-4.80913, -3.87321, -0.69847], [-3.55792, -2.60487, -0.87344], [-3.90664, -3.14549, 0.73266], [-1.21285, 4.01715, 3.95612], [-2.20463, 2.62262, 4.52790], [-1.30784, 1.44348, 4.42150], [-2.25528, 3.12881, 6.23239], [-1.84372, 4.78118, 3.50231], [-0.60854, 3.61809, 3.13949], [-0.55716, 4.39789, 4.73278], [-1.26619, 3.11440, 6.69473], [-2.86489, 2.42905, 6.80330], [-2.67513, 4.13253, 6.29263], [-0.97103, -1.80017, 5.04930], [-1.43051, -2.44396, 3.87442], [-2.44326, -3.30136, 4.07036], [-2.97701, -3.48239, 5.12654], [-2.80251, -3.90270, 2.92117], [-3.79707, -4.90894, 3.05900], [-1.76381, -1.28501, 5.57974], [-0.15112, -1.13491, 4.78653], [-0.48864, -2.52219, 5.72073], [-3.44581, -5.76975, 3.62814], [-4.04268, -5.27398, 2.06490], [-4.71473, -4.54324, 3.52006], [1.90892, -4.72467, 6.35513], [2.22253, -3.96272, 5.20300], [3.40869, -4.05900, 4.61265], [3.62397, -3.50983, 3.58227], [4.24530, -4.83798, 5.28057], [5.53709, -5.01154, 4.72843], [0.82853, -4.89107, 6.36365], [2.13784, -4.20866, 7.28797], [2.35563, -5.71520, 6.35129], [5.62623, -4.48528, 3.77811], [5.66415, -6.06388, 4.46801], [6.29484, -4.69095, 5.43226], [3.15781, -4.25581, -0.47852], [3.50196, -3.46614, -1.64033], [2.93759, -3.82352, -2.78409], [2.10131, -4.66413, -2.92013], [3.40614, -3.13706, -3.82546], [4.46687, -2.23766, -3.61954], [3.83461, -3.97042, 0.31470], [3.25360, -5.31940, -0.72491], [2.10147, -4.14538, -0.22407], [4.08036, -1.36837, -3.07925], [4.88044, -1.88995, -4.56155], [5.29585, -2.62744, -3.03232], [-1.19589, 0.51087, -4.95193], [-1.50957, 1.19485, -3.73953], [-0.74357, 2.18127, -3.29606], [-0.92868, 2.70872, -2.24811], [0.22751, 2.46993, -4.15503], [1.18940, 3.42071, -3.75794], [-2.03577, -0.10439, -5.26159], [-0.37370, -0.18110, -4.74399], [-0.88061, 1.14211, -5.77743], [2.12963, 3.21869, -4.26830], [1.40847, 3.48045, -2.69258], [0.98369, 4.45256, -4.06156]]}

***

| no. | F_max (eV Å⁻¹) |
| --- | --- |
| 1 | 6.3 |
| 2 | 3.0 |
| 3 | 2.6 |
| 4 | 2.0 |